Entry 1:
Density functional theory data (ωB97M-V with the def2-TZVPD basis set) for a molecular structure, C32H41IrN4O3Si2.

```
83
Properties=species:S:1:pos:R:3:forces:R:3:mulliken_spin:R:1
Ir -0.32776 0.81548 0.50858 0.739 0.297 -1.026 0.031
C 0.04314 3.65529 1.77464 0.046 0.356 0.304 -0.005
O 0.79709 2.62581 1.10828 -1.050 0.098 -0.196 0.010
C 1.77596 3.05037 0.24461 0.571 -0.149 -0.495 0.097
C 1.87557 4.35338 -0.19666 -0.159 0.158 0.136 -0.044
C 2.90563 4.73139 -1.04898 0.160 -0.291 0.008 0.119
C 3.84562 3.79430 -1.48451 -0.071 0.420 -0.040 -0.046
C 3.74698 2.49063 -1.07157 -0.006 -0.247 0.107 0.103
C 2.72419 2.08216 -0.19488 -0.330 0.916 -0.179 0.003
N 2.73780 0.80044 0.22744 1.440 -0.549 -0.617 0.319
N 1.78566 0.42802 0.96535 -0.745 -1.528 1.620 0.000
C 1.89901 -0.43524 1.97928 0.285 -0.216 -0.395 0.090
C 0.67430 -0.50870 2.80319 -0.131 0.237 -0.418 0.053
O -0.30364 0.22455 2.53907 0.003 -0.510 1.054 0.079
C 0.64104 -1.38862 3.93091 -0.047 -0.189 0.354 0.009
C 1.68803 -2.18103 4.20263 0.061 0.026 -0.022 -0.008
C 2.90929 -2.15080 3.42505 0.198 0.002 -0.211 0.027
C 3.95787 -3.01674 3.74306 -0.283 -0.006 0.230 -0.025
C 5.14408 -2.99259 3.04204 0.176 -0.016 -0.112 0.042
C 5.30359 -2.09569 1.99240 -0.023 -0.088 0.038 -0.027
C 4.27467 -1.24197 1.64054 -0.247 0.022 0.057 0.059
C 3.05385 -1.25634 2.33603 0.220 0.238 0.200 0.015
H -0.66563 4.11354 1.09456 0.073 -0.053 -0.061 0.003
H 0.71464 4.41238 2.17701 0.151 -0.120 -0.008 0.002
H -0.47779 3.16584 2.58647 -0.013 -0.127 -0.005 -0.001
H 1.13815 5.08823 0.09555 0.067 -0.019 0.000 0.001
H 2.96400 5.76052 -1.37652 0.009 -0.026 -0.019 0.004
H 4.64393 4.10006 -2.14690 -0.019 -0.033 0.003 0.001
H 4.46181 1.74435 -1.39643 -0.058 -0.006 0.037 -0.003
H -0.25822 -1.39991 4.53159 -0.029 0.017 -0.071 0.000
H 1.63218 -2.87513 5.03417 0.072 0.027 -0.009 -0.001
H 3.82462 -3.70905 4.56755 0.028 0.037 -0.036 0.000
H 5.95062 -3.66373 3.30775 -0.035 0.019 0.024 0.002
H 6.24112 -2.06410 1.45181 -0.059 0.023 -0.020 0.000
H 4.40378 -0.55945 0.82101 0.062 0.102 -0.067 0.004
C 0.41753 2.73711 -2.68361 0.226 -0.023 0.191 0.015
Si -0.26136 1.17401 -1.86148 -1.144 0.089 0.616 -0.010
C 0.58094 -0.27955 -2.72859 -0.094 0.024 0.023 0.000
C -2.11891 1.30650 -2.26070 0.349 -0.057 -0.624 0.003
C -2.52522 1.29907 -3.60241 -0.246 0.102 0.125 0.002
C -3.85602 1.50103 -3.95029 0.178 -0.058 -0.072 0.000
C -4.80272 1.71707 -2.95735 -0.101 -0.019 0.153 0.001
C -4.41451 1.70630 -1.62355 0.154 -0.014 -0.088 -0.005
C -3.07579 1.49793 -1.25956 -0.563 0.156 0.221 0.006
Si -2.60865 1.49011 0.57962 0.524 -0.118 -1.119 0.082
C -2.96905 3.22250 1.23599 -0.096 -0.114 0.238 -0.003
C -3.66520 0.27088 1.54929 0.088 0.029 0.119 0.006
H 0.06591 2.74899 -3.72050 0.014 -0.053 0.067 0.000
H 1.51071 2.77121 -2.70203 -0.081 0.041 -0.041 -0.007
H 0.05216 3.65078 -2.20711 -0.034 -0.081 -0.051 0.002
H 0.29799 -0.31646 -3.78676 0.081 0.014 0.070 0.000
H 0.31553 -1.23603 -2.27026 0.020 0.069 -0.054 0.000
H 1.66969 -0.16851 -2.67157 -0.079 -0.030 -0.033 0.000
H -1.79300 1.13571 -4.39124 -0.066 0.039 0.045 0.000
H -4.15040 1.49385 -4.99368 -0.015 0.012 0.046 0.000
H -5.84051 1.89033 -3.21954 0.054 -0.023 -0.007 0.000
H -5.16039 1.86711 -0.84660 0.008 -0.015 -0.128 0.000
H -4.05394 3.36539 1.28257 0.061 -0.032 -0.039 0.001
H -2.56068 3.99850 0.58810 -0.123 -0.025 -0.055 -0.001
H -2.57729 3.36683 2.24707 -0.204 0.029 -0.064 0.000
H -4.69883 0.27107 1.19067 0.048 0.027 0.015 0.001
H -3.67306 0.55268 2.60673 -0.022 -0.057 -0.049 0.000
H -3.27931 -0.74985 1.48383 -0.025 0.063 -0.012 0.000
C 0.94590 -3.58985 0.86499 0.011 0.048 -0.041 0.005
N -0.26161 -3.74875 0.07838 -0.006 0.172 0.209 0.000
C -0.96528 -5.00759 0.30766 0.038 0.033 -0.057 0.000
C -0.93282 -2.62028 -0.31041 -0.271 -0.013 -0.583 -0.004
O -0.66840 -1.50929 0.20112 0.219 1.111 0.637 -0.002
N -1.85461 -2.78016 -1.28739 0.030 0.092 0.056 0.000
C -2.81181 -1.72393 -1.57421 -0.023 -0.111 0.069 0.003
C -1.80179 -3.84883 -2.27606 0.022 -0.002 0.046 0.000
H 1.63299 -4.40502 0.63596 -0.011 -0.014 0.017 0.000
H 0.73156 -3.59790 1.93775 -0.004 -0.008 0.007 -0.004
H 1.42028 -2.64757 0.61154 0.053 -0.032 -0.050 0.000
H -0.91511 -5.25863 1.37005 -0.001 0.014 -0.001 0.000
H -0.51293 -5.82274 -0.25947 -0.012 -0.001 -0.004 0.000
H -2.01131 -4.91920 0.03171 0.003 -0.004 -0.004 0.000
H -2.80785 -1.00083 -0.76908 -0.036 -0.048 -0.013 -0.004
H -3.81077 -2.15392 -1.66603 0.003 -0.021 0.012 0.000
H -2.56540 -1.20574 -2.50108 0.018 -0.048 0.007 0.000
H -0.85430 -4.37688 -2.21324 -0.024 -0.005 -0.005 0.000
H -1.88459 -3.40642 -3.27043 0.007 0.032 0.028 0.000
H -2.62297 -4.55864 -2.15294 0.020 0.009 0.005 0.000
```
Forces are in eV/Å.

Output
HOMO-LUMO gap (alpha / beta)	6.411 / 5.287	eV
LUMO level (alpha / beta)	-4.18 / -5.34	eV
2S+1	2
energy relative to the best compared isomer or geometry (same formula, charge and spin)	112.47	kJ/mol
electronic energy	-2371.81265	hartree
total charge	+1

=====

Entry 2:
Density functional theory data (ωB97M-V with the def2-TZVPD basis set) for a molecular structure, C32H41N6O5PbS3Sb.

```
89
Properties=species:S:1:pos:R:3:forces:R:3:mulliken_charge:R:1
Pb 0.66431 0.76119 -1.07142 -0.164 -0.087 0.228 1.442
C -0.68543 -3.94246 4.20563 0.009 -0.008 -0.053 -1.485
C 0.33264 -3.19711 3.38325 -0.015 -0.071 -0.005 0.835
C 0.16778 -1.84155 3.11520 -0.042 0.023 0.015 -0.793
C 1.10863 -1.14379 2.37927 0.042 -0.064 -0.070 -0.137
C 2.23046 -1.80577 1.89662 -0.066 -0.160 0.077 0.140
C 2.40918 -3.16283 2.13484 -0.076 0.102 0.035 -0.503
C 1.45820 -3.84754 2.87830 -0.009 0.008 -0.012 -0.754
S 3.43915 -0.88040 1.00221 -0.042 0.105 -0.085 0.925
O 3.48774 0.40878 1.65669 0.122 0.083 0.034 -0.668
O 4.64737 -1.66702 0.96553 0.001 -0.009 -0.062 -0.780
N 2.80369 -0.60045 -0.43480 -0.022 -0.207 -0.439 0.136
C 2.83461 -1.46813 -1.50825 0.009 0.137 0.116 0.187
C 3.62422 -2.63162 -1.65406 -0.073 0.097 0.140 -0.722
C 3.51212 -3.36875 -2.80797 0.020 -0.016 -0.034 -0.511
C 2.64475 -2.96818 -3.82673 0.017 -0.077 0.028 -0.742
C 1.92500 -1.81611 -3.61938 -0.079 0.171 0.096 -0.654
N 2.00966 -1.08159 -2.50546 0.229 -0.099 -0.069 0.520
H -1.35544 -3.25429 4.71938 0.014 -0.001 -0.004 0.371
H -0.20017 -4.57497 4.95003 -0.003 0.002 0.003 0.426
H -1.30259 -4.58835 3.57658 0.006 0.005 -0.026 0.229
H -0.70958 -1.32477 3.48669 0.002 -0.002 -0.002 0.191
H 0.97447 -0.08711 2.17877 -0.008 0.017 0.037 0.448
H 3.29813 -3.65860 1.76700 -0.016 0.017 0.013 0.520
H 1.60369 -4.90188 3.08897 -0.006 0.018 -0.007 0.428
H 4.30606 -2.90915 -0.86571 -0.006 -0.021 -0.002 0.579
H 4.11375 -4.26166 -2.92927 -0.006 -0.001 0.017 0.429
H 2.53887 -3.53289 -4.74253 0.012 0.023 0.010 0.426
H 1.23002 -1.45108 -4.36978 0.011 0.001 0.016 0.368
O -4.08478 -0.69696 2.45319 -0.214 0.201 0.148 -0.771
C -3.97985 0.63740 2.60947 -0.027 -0.233 -0.048 0.596
C -4.93417 1.27697 3.40383 -0.003 -0.013 0.030 -0.775
C -4.88048 2.64235 3.60284 0.018 -0.004 -0.046 -0.256
C -3.87166 3.40325 3.01320 -0.033 -0.036 0.039 -0.866
C -2.92593 2.76941 2.23133 0.003 -0.001 0.025 -0.795
C -2.95682 1.39086 2.01127 0.067 0.092 -0.050 0.017
C -1.88616 0.79240 1.15199 -0.198 0.187 0.321 0.206
O -0.94272 1.54666 0.77380 0.053 -0.422 -0.261 -1.009
N -2.06351 -0.49931 0.88899 0.396 0.077 -0.209 -0.074
N -1.07836 -1.06304 0.08618 -0.137 0.106 -0.031 1.221
C -1.22957 -2.30937 -0.11256 -0.120 0.017 -0.043 -1.100
S -0.10782 -3.21965 -1.11489 0.153 0.088 0.057 0.137
C -1.22817 -4.61793 -1.33324 -0.005 0.049 0.002 -0.742
C -1.91853 -4.83603 -0.00237 -0.008 -0.018 0.014 -0.483
S -2.58141 -3.24096 0.54585 0.082 0.038 -0.011 -0.154
H -3.35984 -0.95722 1.82472 0.053 -0.001 0.020 0.548
H -5.70777 0.66753 3.85452 0.014 0.030 -0.008 0.437
H -5.63255 3.12039 4.21930 0.021 -0.006 -0.002 0.380
H -3.82577 4.47324 3.17015 -0.006 -0.023 -0.006 0.419
H -2.12399 3.32804 1.76735 0.001 0.004 -0.011 0.530
H -0.62547 -5.47330 -1.63713 -0.027 -0.023 0.030 0.418
H -1.94810 -4.38111 -2.11568 -0.034 -0.065 -0.027 0.313
H -1.20409 -5.19249 0.73886 -0.007 -0.070 0.032 0.203
H -2.74916 -5.53715 -0.08070 0.005 0.005 0.005 0.453
C -4.94884 0.00483 -3.29878 0.128 0.014 -0.002 -0.904
N -3.56315 0.44082 -3.39980 -0.149 -0.030 -0.009 0.187
C -2.87670 0.74476 -4.55205 -0.016 -0.027 0.035 -0.543
C -1.60965 1.05476 -4.15966 0.013 -0.023 0.211 -0.875
N -1.50929 0.94874 -2.78791 -0.032 -0.019 -0.301 0.372
C -2.69882 0.57145 -2.37246 0.079 0.058 0.079 -0.502
H -5.50165 0.37259 -4.15870 -0.010 0.026 -0.008 0.334
H -5.39230 0.41161 -2.39349 0.005 0.009 0.015 0.342
H -5.01254 -1.08151 -3.26934 0.012 -0.023 -0.013 0.299
H -3.34743 0.71588 -5.52042 0.014 -0.001 0.042 0.429
H -0.76801 1.34552 -4.76861 -0.049 -0.004 0.012 0.488
H -2.97229 0.38071 -1.34172 0.001 -0.001 -0.079 0.282
C 3.87917 1.95136 -2.64084 -0.004 0.004 0.006 -0.306
O 2.93078 2.99688 -2.99923 0.168 -0.136 0.101 -0.336
C 1.72873 2.84623 -2.57034 -0.122 0.077 -0.063 0.496
C 0.89150 4.00785 -2.97147 -0.024 0.008 -0.040 -1.121
H 3.80827 1.15548 -3.37725 -0.026 -0.004 -0.024 0.231
H 3.65124 1.56605 -1.64721 -0.002 0.014 -0.029 0.000
H 4.86158 2.41016 -2.66758 0.029 0.032 0.000 0.355
H 1.35470 4.64168 -3.73116 -0.015 0.011 0.007 0.380
H 0.71982 4.59864 -2.06278 -0.005 -0.050 -0.007 0.116
H -0.09346 3.65568 -3.28650 0.027 0.014 0.015 0.215
C 1.34460 4.95193 0.79114 -0.118 -0.056 -0.027 -1.557
Sb 2.05216 2.91426 0.92817 0.175 0.278 0.105 0.891
C 4.10938 3.50625 0.95306 -0.010 -0.041 0.025 -1.374
C 1.70583 2.74930 3.02154 0.023 -0.130 -0.033 -1.307
H 1.53005 5.44659 1.74569 0.007 0.013 -0.047 0.463
H 0.27410 4.98928 0.57786 0.073 -0.002 0.010 0.387
H 1.88872 5.48355 0.00803 -0.033 -0.016 0.015 0.440
H 4.25134 4.31498 1.67173 0.001 -0.036 -0.030 0.453
H 4.39070 3.86036 -0.04075 0.015 -0.002 0.044 0.385
H 4.72184 2.64855 1.22527 -0.016 0.031 -0.014 0.339
H 2.11555 3.62802 3.51861 -0.028 -0.002 0.009 0.544
H 2.19037 1.84851 3.39613 -0.041 0.042 -0.021 0.340
H 0.62902 2.69233 3.18091 0.023 0.001 0.048 0.357
```
Forces are in eV/Å.

Output
HOMO-LUMO gap	7.780	eV
LUMO level	0.23	eV
electronic energy	-3576.33663	hartree
total charge	0

=====

Entry 3:
Density functional theory data (ωB97M-V with the def2-TZVPD basis set) for a molecular structure, C32H42N10O2S3SiTeTi.

```
92
Properties=species:S:1:pos:R:3:forces:R:3:mulliken_charge:R:1
Ti 0.42978 -0.17214 -0.47624 -0.317 -1.061 -0.354 -1.355
C 2.15843 -1.74258 -3.49170 -0.035 -0.037 0.007 -1.097
C 2.30331 -0.30138 -3.13087 0.102 -0.107 0.072 0.456
C 2.99875 0.57600 -3.92824 -0.020 -0.007 0.008 -0.903
C 3.16681 1.90325 -3.51997 0.000 -0.050 -0.028 -0.944
C 2.59320 2.36160 -2.36144 -0.060 -0.140 0.091 -1.024
C 1.84222 1.45116 -1.60488 0.223 0.205 -0.005 0.867
N 1.77861 0.13202 -1.95828 0.230 0.450 -0.337 1.078
N 1.09964 1.70072 -0.48359 -0.167 -0.068 -0.629 0.880
Si 0.87655 3.34726 0.16661 0.139 -0.088 0.190 -0.105
C -0.23527 3.23868 1.65946 0.021 -0.037 -0.043 -0.940
C 0.08597 4.48656 -1.07154 -0.023 -0.123 -0.066 -1.001
C 2.55963 3.99041 0.68472 -0.051 -0.005 -0.016 -1.212
H 2.98459 -2.31933 -3.06974 -0.015 -0.002 0.017 0.139
H 2.19037 -1.85663 -4.57249 0.019 -0.023 -0.046 0.520
H 1.22922 -2.15874 -3.10693 0.052 0.049 -0.035 -0.046
H 3.42614 0.22435 -4.85475 0.034 -0.014 -0.021 0.565
H 3.74612 2.58008 -4.13393 0.010 0.018 -0.020 0.502
H 2.68972 3.38649 -2.04346 -0.003 0.071 0.008 0.473
H -1.22403 2.84129 1.42739 -0.050 -0.017 -0.022 0.088
H -0.37531 4.25849 2.02038 -0.021 0.075 0.037 0.544
H 0.19899 2.66907 2.48031 0.035 -0.029 0.040 0.276
H -0.80200 4.03886 -1.51786 -0.024 0.029 0.035 0.192
H 0.75555 4.76928 -1.88217 0.038 0.005 -0.053 0.334
H -0.20748 5.40151 -0.55518 -0.004 0.079 0.039 0.437
H 3.30365 3.19666 0.75896 0.017 -0.058 0.027 0.315
H 2.49455 4.47507 1.65937 0.002 0.026 0.054 0.473
H 2.94183 4.73539 -0.01257 0.032 0.040 -0.048 0.428
O 1.88629 0.25293 6.28288 -0.001 -0.011 0.018 -0.504
C 2.94198 0.32426 5.35486 0.041 0.013 -0.020 -0.584
C 2.37515 0.18786 3.97006 0.013 -0.021 -0.047 -0.129
C 3.21023 0.16006 2.86130 -0.049 0.030 -0.054 -1.499
C 2.66336 0.00682 1.60266 0.032 0.017 0.062 -0.773
N 1.34446 -0.09008 1.41403 -0.059 0.211 0.349 1.221
C 0.51678 0.00482 2.46900 -0.073 -0.119 0.085 0.273
C 1.00245 0.10680 3.76039 0.011 0.022 -0.111 -0.641
C -0.92416 0.10366 2.12841 0.018 0.028 0.110 0.452
C -1.90292 0.30702 3.08530 0.031 -0.064 -0.172 -0.713
C -3.20385 0.59770 2.68996 0.047 -0.006 0.002 0.272
C -4.26335 0.85304 3.73873 -0.037 -0.078 -0.029 -0.747
O -3.74476 1.54629 4.84788 0.014 0.012 0.028 -0.493
C -3.47166 0.67244 1.32787 0.026 -0.061 -0.023 -1.090
C -2.46115 0.41614 0.42322 -0.089 -0.076 -0.096 -0.984
N -1.21555 0.11542 0.80668 -0.042 0.426 0.564 2.097
H 2.23742 0.31333 7.17664 -0.005 0.012 0.001 0.334
H 3.67932 -0.47338 5.51172 -0.042 0.032 -0.008 0.365
H 3.47378 1.28280 5.41802 -0.016 -0.052 -0.004 0.343
H 4.28425 0.23492 2.96080 0.031 0.003 0.013 0.584
H 3.28900 -0.05176 0.71927 -0.030 0.042 0.056 0.714
H 0.33972 0.15774 4.60888 -0.013 0.015 0.031 0.714
H -1.66456 0.28723 4.13675 0.011 0.046 0.059 0.576
H -4.61350 -0.11257 4.11726 -0.013 0.041 -0.057 0.223
H -5.12513 1.35585 3.28992 0.051 0.009 0.021 0.455
H -3.77216 2.49427 4.68117 0.001 -0.003 0.021 0.316
H -4.45410 0.94327 0.96621 -0.034 0.006 -0.008 0.497
H -2.62052 0.46387 -0.64788 0.013 0.019 0.113 0.113
C -2.79986 -5.91892 0.52977 -0.031 -0.027 0.000 -1.343
C -2.34763 -5.01178 -0.54682 -0.002 -0.131 -0.182 1.060
N -2.05130 -5.35508 -1.76259 -0.067 -0.001 0.151 -0.868
N -1.65990 -4.19957 -2.35723 0.034 0.070 0.193 0.503
C -1.68195 -3.14504 -1.54585 0.274 0.000 -0.074 -0.292
S -1.25612 -1.54867 -2.03481 -0.232 0.226 0.214 -0.401
N -2.14625 -3.65533 -0.37711 0.010 0.138 -0.118 0.315
N -2.36833 -2.89906 0.77203 -0.166 0.037 -0.092 -0.585
H -2.88499 -6.92275 0.12355 -0.007 -0.007 -0.003 0.362
H -3.76943 -5.61318 0.92334 -0.010 0.002 0.010 0.335
H -2.07886 -5.93794 1.34830 0.007 -0.002 0.016 0.333
H -1.35327 -4.20055 -3.31823 0.002 0.010 0.034 0.152
H -2.12423 -3.45615 1.58495 0.079 0.072 -0.073 0.259
H -3.35372 -2.64818 0.81022 0.075 -0.106 0.071 0.298
C -4.16428 0.77130 -3.05294 -0.032 0.057 0.038 -0.511
N -3.36165 1.16295 -4.19337 0.122 -0.031 -0.019 0.232
C -3.83623 1.32883 -5.48454 0.101 0.085 -0.133 -0.149
C -2.80799 1.76894 -6.23711 -0.144 -0.041 0.051 -0.688
N -1.72195 1.86032 -5.39373 -0.010 -0.036 0.069 0.043
C -2.05584 1.49306 -4.13799 0.182 -0.101 0.017 -0.609
S -0.99358 1.54533 -2.81038 -0.121 0.219 0.173 0.326
H -5.12896 0.42588 -3.41457 0.000 -0.008 0.015 0.346
H -4.31103 1.62669 -2.39250 0.005 -0.016 0.016 0.259
H -3.66577 -0.03207 -2.51650 0.004 -0.045 -0.004 0.071
H -4.85721 1.12340 -5.74319 -0.060 -0.017 -0.030 0.424
H -2.75384 2.01723 -7.27927 -0.016 0.018 -0.063 0.440
H -0.79991 2.18846 -5.63061 -0.019 -0.050 0.013 0.209
Te 1.09208 -2.80719 0.03662 0.010 0.067 -0.249 0.135
C 3.06405 -2.78489 0.69104 -0.045 -0.147 0.212 0.412
C 3.53497 -3.04518 1.94917 -0.021 -0.015 -0.052 -0.459
C 4.95229 -3.07250 2.01445 -0.011 0.059 -0.078 -0.648
C 5.53144 -2.83724 0.80309 -0.026 0.021 0.059 -0.626
S 4.36033 -2.59595 -0.41475 0.019 0.074 -0.071 -0.096
H 2.88787 -3.21715 2.79652 -0.037 -0.024 0.037 0.506
H 5.51412 -3.26865 2.91338 0.046 -0.030 0.060 0.442
H 6.58057 -2.81351 0.56432 0.079 0.009 -0.013 0.476
```
Forces are in eV/Å.

Output
HOMO-LUMO gap	6.266	eV
LUMO level	-6.02	eV
energy relative to the best compared isomer or geometry (same formula, charge and spin)	127.63	kJ/mol
electronic energy	-4543.87566	hartree
total charge	+2